No. 1
A gas-phase ion, C11H13N2OS (charge +1) in a non-equilibrium geometry. Source: the Open Molecules 2025 dataset; level of theory: ωB97M-V/def2-TZVPD.

XYZ file:
```
28
Properties=species:S:1:pos:R:3:forces:R:3
C -2.451670 -0.131694 -3.027470 1.02 -1.92 1.36
C -2.481794 1.070419 -2.381388 0.72 0.46 0.81
C -1.869966 -1.275958 -2.394147 0.09 5.11 2.94
C -1.848399 1.216742 -1.113885 -0.43 -1.53 -2.29
C -1.277421 -1.107910 -1.143726 0.01 1.06 0.25
C -1.179336 0.191636 -0.490902 -1.50 -1.59 -1.53
C -0.379032 0.399328 0.688868 1.37 -1.62 0.34
C 1.718892 -0.448016 -0.337789 -0.54 -1.28 -1.90
C 2.998939 0.218695 0.006300 0.84 -1.64 -0.62
C 1.463078 -0.457988 1.969025 2.19 -0.49 -0.48
C 0.909761 -0.768207 3.282156 -0.58 -1.21 0.10
N 0.822503 -0.339656 0.813524 -0.34 0.55 0.40
N -0.541572 1.304386 1.591850 -4.19 2.84 -1.71
O 0.160760 1.703794 2.523261 1.60 0.13 1.16
S 3.196467 -0.354732 1.739663 -0.42 -0.03 -0.01
H -2.736357 -0.394948 -3.998357 -0.90 0.67 -1.49
H -2.778084 2.024031 -2.817585 -0.36 -0.56 -0.23
H -1.789513 -2.136798 -2.890393 0.05 -3.39 -1.71
H -1.759842 2.214461 -0.911529 0.37 2.38 1.48
H -0.836874 -1.954011 -0.654901 0.27 -0.36 0.18
H 1.186404 -0.029651 -1.230099 0.72 -0.46 0.71
H 1.972754 -1.533682 -0.489677 -0.72 0.83 -0.04
H 3.799267 -0.092370 -0.736050 -0.74 0.21 1.37
H 2.869244 1.246430 -0.045485 0.19 2.15 0.28
H 1.721414 -1.149297 3.988594 -1.31 0.84 -0.83
H 0.104003 -1.565773 3.128707 1.01 1.04 0.40
H 0.412106 0.204520 3.517590 0.31 -0.65 0.84
H -1.405733 1.946247 1.413846 1.25 -1.54 0.23
```
Positions in Å, forces in eV/Å.

For the largest force on an atom, the calculation gives 0.11464 hartree/bohr. The value obtained for the energy above the lowest of the compared OMol25 structures with the same formula, charge and spin is 0.6983 eV. The total energy comes out at -1009.54223 hartree. For the HOMO energy (spin up / spin down), the calculation gives -12.32 / -12.32 eV. As for the lowest unoccupied orbital energy (spin up / spin down): -4.20 / -4.20 eV. Its net charge is +1. As for the frontier orbital gap (spin up / spin down): 8.115 / 8.113 eV.

---

No. 2
A molecular structure, C4H8N2O3 in a non-equilibrium geometry. Source: the Open Molecules 2025 dataset; level of theory: ωB97M-V/def2-TZVPD.

XYZ file:
```
17
Properties=species:S:1:pos:R:3:forces:R:3
C 0.607443 0.527485 -1.980523 0.12 -0.22 -0.06
N 0.055458 -0.269048 1.034196 -0.01 0.35 -0.45
C -1.075282 0.699603 0.296436 0.34 -1.11 -1.66
C 0.326135 -1.010291 -0.004905 -0.72 -0.96 0.93
N 0.492535 -0.558173 2.329661 0.03 -0.49 0.04
C -0.284515 -0.378853 -1.149677 -0.28 1.49 0.86
O -0.533884 1.960072 0.219617 0.37 0.18 0.11
O 0.787689 -2.255109 0.070269 0.37 0.70 0.11
O -2.249243 0.524513 0.564091 0.05 -0.08 0.36
H -1.272610 2.583635 0.270392 -0.04 -0.24 0.05
H 0.985489 -2.458047 1.005661 0.01 0.11 -0.12
H -0.297393 -0.893708 2.878277 0.05 0.28 -0.06
H 0.880722 0.275622 2.760402 -0.11 -0.09 -0.13
H -0.916949 -1.051795 -1.726538 -0.13 0.13 0.11
H 1.252205 1.135006 -1.344980 -0.05 -0.04 0.02
H -0.004140 1.217037 -2.565404 0.03 -0.10 -0.01
H 1.246339 -0.047950 -2.656973 -0.04 0.09 -0.09
```
Positions in Å, forces in eV/Å.

For the largest force on an atom, the calculation gives 0.03933 hartree/bohr. The value obtained for the energy above the lowest of the compared OMol25 structures with the same formula, charge and spin is 3.9317 eV. The total energy comes out at -492.35847 hartree. For the HOMO energy, the calculation gives -8.02 eV. As for the lowest unoccupied orbital energy: 0.46 eV. Its net charge is 0. As for the frontier orbital gap: 8.477 eV.

---

No. 3
2 unconnected molecules or ions with the total composition C9H16NO in a non-equilibrium geometry. Source: the Open Molecules 2025 dataset; level of theory: ωB97M-V/def2-TZVPD.

XYZ file:
```
27
Properties=species:S:1:pos:R:3:forces:R:3
C -1.906967 1.212432 1.035963 -0.70 -0.01 0.10
C -0.520186 -2.647971 -0.084409 -1.37 -0.24 0.45
C -0.405541 -2.294610 1.281123 -0.34 0.56 0.15
C -1.067672 -1.714620 -1.041382 0.82 -0.57 -0.88
C -0.880224 -1.055735 1.628348 0.27 0.21 0.86
C -1.450136 -0.465013 -0.701975 0.96 -0.09 1.01
C -1.276163 -0.072397 0.692803 -1.51 -0.05 -1.54
O -0.429079 -3.895883 -0.485961 0.04 0.15 -0.67
H -0.099316 -2.995541 2.050489 -0.01 -0.11 -0.22
H -1.054642 -4.523958 -0.083873 0.48 -0.16 0.39
H -1.167838 -2.146972 -2.033328 -0.19 0.29 -0.03
H -1.045185 -0.819085 2.675615 0.39 0.04 0.01
H -1.894911 0.230895 -1.403909 -0.01 -0.12 -0.02
H -2.962890 1.011603 0.768064 -0.15 -0.09 0.42
H -1.772600 2.038190 0.327652 0.67 -0.07 0.17
H -1.883279 1.519562 2.078327 0.22 0.05 -0.09
C 1.516968 1.423647 -1.166829 -0.04 0.97 0.41
C 2.011735 2.711076 -0.526798 1.18 1.22 -0.78
N 1.836825 0.246636 -0.264894 -1.10 1.11 -0.07
H 0.444088 1.534188 -1.297702 -0.20 -0.74 0.26
H 1.916639 1.257343 -2.162574 0.35 -0.13 0.13
H 2.177867 2.846745 0.545507 -0.40 -0.91 0.14
H 1.369262 3.549001 -0.790772 -0.19 -0.12 -0.17
H 1.469629 -0.603522 -0.683427 0.63 -0.45 0.03
H 2.813500 0.249558 0.038396 0.10 -0.44 -0.43
H 1.280330 0.426835 0.570654 0.15 -0.25 0.28
H 2.979779 2.977589 -0.965099 -0.05 -0.06 0.08
```
Positions in Å, forces in eV/Å.

For the largest force on an atom, the calculation gives 0.04197 hartree/bohr. The value obtained for the energy above the lowest of the compared OMol25 structures with the same formula, charge and spin is 0.9967 eV. The total energy comes out at -481.83467 hartree. For the HOMO energy (spin up / spin down), the calculation gives -17.66 / -18.59 eV. The multiplicity is 2. As for the expectation value of S²: 0.766. As for the lowest unoccupied orbital energy (spin up / spin down): -7.86 / -11.25 eV. Its net charge is +2. As for the frontier orbital gap (spin up / spin down): 9.797 / 7.332 eV.

---

No. 4
C6H5BrCl2 in the gas phase in a non-equilibrium geometry. Source: the Open Molecules 2025 dataset; level of theory: ωB97M-V/def2-TZVPD.

XYZ file:
```
14
Properties=species:S:1:pos:R:3:forces:R:3
Cl -0.055213 -3.144688 -0.986352 -0.83 -0.30 0.23
C -0.271116 -1.423368 -0.585562 1.68 -2.18 -1.56
C 0.801815 -0.754505 -1.023556 -0.60 -1.33 0.70
C 1.298132 0.515093 -0.677600 -1.18 0.44 0.88
C 0.789171 1.310460 0.259504 0.62 2.25 3.05
C -0.265400 0.935925 1.277474 -1.31 -1.03 -1.36
C -1.481002 0.524284 0.777072 2.39 2.43 1.19
Cl -2.696658 -0.274912 1.622616 -0.57 -0.23 0.55
Br -1.940973 1.196487 -0.914600 -0.77 -0.19 -0.40
H -1.180492 -1.308089 -0.066672 -0.33 0.24 0.07
H 1.491893 -1.424031 -1.523075 0.11 0.39 -0.23
H 2.228943 0.694604 -1.098725 1.42 1.09 -0.93
H 1.311535 2.285453 0.559506 -0.45 -1.55 -0.71
H -0.030641 0.867288 2.379976 -0.17 -0.04 -1.47
```
Positions in Å, forces in eV/Å.

As for the SMILES: Cl/C=C/C=C\C=C(\Cl)Br. For the largest force on an atom, the calculation gives 0.07464 hartree/bohr. The value obtained for the energy above the lowest of the compared OMol25 structures with the same formula, charge and spin is 0.8376 eV. The total energy comes out at -3725.91201 hartree. For the HOMO energy, the calculation gives -8.76 eV. As for the lowest unoccupied orbital energy: -0.18 eV. Its net charge is 0. As for the frontier orbital gap: 8.580 eV.

---

Repeat the fourth record exactly.
C6H5BrCl2 in the gas phase in a non-equilibrium geometry. Source: the Open Molecules 2025 dataset; level of theory: ωB97M-V/def2-TZVPD.

XYZ file:
```
14
Properties=species:S:1:pos:R:3:forces:R:3
Cl -0.055213 -3.144688 -0.986352 -0.83 -0.30 0.23
C -0.271116 -1.423368 -0.585562 1.68 -2.18 -1.56
C 0.801815 -0.754505 -1.023556 -0.60 -1.33 0.70
C 1.298132 0.515093 -0.677600 -1.18 0.44 0.88
C 0.789171 1.310460 0.259504 0.62 2.25 3.05
C -0.265400 0.935925 1.277474 -1.31 -1.03 -1.36
C -1.481002 0.524284 0.777072 2.39 2.43 1.19
Cl -2.696658 -0.274912 1.622616 -0.57 -0.23 0.55
Br -1.940973 1.196487 -0.914600 -0.77 -0.19 -0.40
H -1.180492 -1.308089 -0.066672 -0.33 0.24 0.07
H 1.491893 -1.424031 -1.523075 0.11 0.39 -0.23
H 2.228943 0.694604 -1.098725 1.42 1.09 -0.93
H 1.311535 2.285453 0.559506 -0.45 -1.55 -0.71
H -0.030641 0.867288 2.379976 -0.17 -0.04 -1.47
```
Positions in Å, forces in eV/Å.

As for the SMILES: Cl/C=C/C=C\C=C(\Cl)Br. For the largest force on an atom, the calculation gives 0.07464 hartree/bohr. The value obtained for the energy above the lowest of the compared OMol25 structures with the same formula, charge and spin is 0.8376 eV. The total energy comes out at -3725.91201 hartree. For the HOMO energy, the calculation gives -8.76 eV. As for the lowest unoccupied orbital energy: -0.18 eV. Its net charge is 0. As for the frontier orbital gap: 8.580 eV.